# 1
# C13H39O8

6 unconnected molecules or ions with the total composition C13H39O8 at a distorted geometry (ωB97M-V with the def2-TZVPD basis set, the OMol25 dataset).

Geometry as XYZ:
```
60
Properties=species:S:1:pos:R:3:forces:R:3:mulliken_charge:R:1
O 20.214626 28.545529 31.865489 0.7443 -1.1413 1.8449 0.39
H 19.934326 29.441579 32.027386 -0.5671 1.5637 0.7160 0.08
H 20.180248 28.331883 30.934746 -0.5127 -1.0977 -1.7357 0.41
H 19.850138 27.882485 32.531710 -0.2777 0.2818 -0.5375 0.28
C 16.731696 30.048656 32.330132 0.8580 -0.6184 2.4462 -0.11
C 15.660747 28.994732 32.095913 -0.4822 -0.9095 0.8516 -0.53
O 14.630646 28.942922 33.074397 -0.6532 1.8084 1.6529 -0.58
O 17.721547 29.990773 31.313788 1.5996 -4.0566 5.6893 -0.33
H 17.200999 29.719107 33.363869 -0.3408 0.7225 -2.0744 -0.03
H 16.389720 31.095948 32.547237 -0.1649 -0.9297 -0.6134 0.43
H 16.023176 27.929424 31.948515 0.1036 1.4330 0.4486 0.17
H 15.042508 29.195949 31.306099 -0.4576 0.7062 -3.3092 0.49
H 14.130441 29.829871 33.075605 1.1935 -2.0933 -0.0501 0.32
H 17.593162 30.475592 30.603354 -1.5585 3.8157 -5.0387 0.21
C 20.623670 24.537819 31.060757 2.7479 -3.7639 3.3552 -0.60
C 21.840303 24.458879 30.215359 0.1815 -2.4023 2.6808 0.48
O 21.571113 23.712735 29.093212 -10.5404 -9.2243 7.8563 -0.41
O 20.763008 25.650173 31.823069 -1.9685 3.8384 -2.4661 -0.22
H 20.681429 23.569497 31.798998 -0.9804 1.9343 -2.0149 0.26
H 19.774026 24.648400 30.507263 -2.4173 -0.3125 -1.5136 0.34
H 22.685726 23.968823 30.882319 -1.0652 1.5170 -1.4715 0.23
H 21.967137 25.388515 29.767053 1.2242 2.3822 0.5615 -0.50
H 22.102368 24.114489 28.675422 11.1292 7.1138 -11.2242 0.23
H 21.073853 25.539117 32.646707 1.7008 -1.0389 4.3517 0.19
C 19.167801 26.236094 35.927569 2.6677 -0.4024 -0.4403 -1.46
C 18.667463 27.468230 35.243792 2.3794 1.2706 -0.4109 0.57
C 19.600019 28.695628 35.488083 0.5324 2.6826 -0.0419 -0.84
O 18.684076 27.244839 33.858968 -1.0353 -1.1360 -2.3026 -0.54
H 20.108416 25.658952 35.496170 -1.8193 1.6761 0.1550 0.18
H 18.410820 25.510153 35.968983 -1.0404 -1.0178 0.6763 0.48
H 19.547835 26.604632 36.852972 -0.2092 -0.4873 1.3474 0.41
H 17.651200 27.700349 35.462658 -0.7520 0.2746 0.9249 0.36
H 20.717569 28.490514 35.373524 -1.5070 -0.2082 0.0327 0.33
H 19.504976 29.181838 36.530651 -0.0984 -1.1175 -1.4661 0.43
H 19.409679 29.638084 34.753612 0.0251 -2.5000 1.4864 -0.23
H 18.025039 26.512059 33.710579 1.1350 1.0521 -0.2479 0.23
C 20.706295 28.451864 27.180736 3.4941 3.9470 2.1667 -1.29
C 21.001623 27.710586 28.551461 4.8005 3.4801 -2.4930 0.80
C 22.208665 28.393653 29.325192 -5.0567 3.0769 0.4549 -1.82
O 19.920265 27.765033 29.305417 -3.4676 -0.3134 2.8469 -0.53
H 20.143194 27.707568 26.683317 -0.6256 0.1417 -1.7493 0.51
H 21.795892 28.943227 26.726168 -3.1897 -2.2888 0.6573 0.28
H 20.206370 29.540711 27.441558 0.5183 -3.1264 -0.6592 0.22
H 21.418370 26.737264 28.412503 -0.3338 -1.1581 -0.6245 0.10
H 23.052146 28.043485 28.940204 3.9094 -0.3144 -2.8443 0.71
H 22.321401 27.798513 30.194986 -0.5936 0.3296 2.0971 0.54
H 22.072256 29.638776 29.418532 0.6764 -3.6910 0.0112 0.15
H 19.148772 27.387380 28.861841 0.0371 0.1229 0.1840 0.28
C 22.392081 31.933068 31.971865 4.3656 -1.4588 -3.1245 -1.25
C 20.974744 32.061494 32.296606 0.3323 0.9484 0.1675 0.66
C 20.229188 32.156699 31.062948 -0.9823 -1.9998 -3.0415 -1.65
O 20.463051 30.944491 33.002105 -0.2474 1.8526 3.8974 -0.52
H 22.545566 32.421475 30.880798 0.0660 -0.9616 2.6103 0.28
H 22.887086 30.820933 31.854114 -1.8430 2.4399 0.2820 0.16
H 23.083997 32.412584 32.661728 -0.0996 0.1799 0.0232 0.37
H 20.876874 33.001103 32.927947 -0.3039 -0.9386 -0.7434 0.44
H 20.501765 31.465200 30.164285 -0.3349 -0.0848 2.0964 0.13
H 20.352959 32.975336 30.474208 0.9426 3.3323 -0.9186 0.67
H 19.188423 32.167048 31.195862 -1.5463 -0.5318 0.3977 0.33
H 20.402108 31.448849 33.901824 -0.2920 -2.5990 -1.8131 0.32
```
Positions in Å, forces in eV/Å.

Values from the calculation:
- frontier orbital gap (eV) = 10.6
- net charge = +1
- strongest force on any atom (eV/Å) = 17.33
- molar mass (g/mol) = 323.45
- energy relative to the best compared isomer or geometry (same formula, charge and spin) (kJ/mol) = 238.6
- highest occupied orbital energy (eV) = -12.6905

***

# 2
# C18H54O9

9 unconnected molecules or ions with the total composition C18H54O9 at a distorted geometry (ωB97M-V with the def2-TZVPD basis set, the OMol25 dataset).

Geometry as XYZ:
```
81
Properties=species:S:1:pos:R:3:forces:R:3:mulliken_charge:R:1
C 2.176668 -4.446799 1.461798 0.4826 0.2094 -0.2429 -0.97
C 0.745706 -4.141619 1.910241 0.6333 -0.4439 -0.9445 0.10
O 0.394602 -5.114325 2.896921 -0.2306 0.6781 0.1396 -0.54
H 2.882359 -4.290718 2.280698 -0.1807 -0.3190 0.2389 0.38
H 2.615612 -3.848735 0.654786 -0.6442 0.2412 -0.0645 0.17
H 2.249383 -5.478037 1.117142 -0.0137 -0.1064 0.1922 0.33
H 0.051533 -4.207780 1.067864 0.0577 -0.0320 -0.0932 0.23
H 0.666151 -3.107238 2.245639 -0.0773 -0.1812 0.6542 0.04
H -0.078873 -5.812683 2.439556 -0.0142 -0.0587 0.0990 0.34
C 2.731870 4.763700 0.328299 0.3213 -0.6638 -1.0031 -1.17
C 3.066211 3.281154 0.097030 0.2733 0.6048 0.6340 -0.39
O 1.933784 2.456326 0.311144 -0.1869 -0.4762 -0.0161 -0.18
H 2.104688 5.098622 -0.498598 -0.5417 0.1070 0.4548 0.27
H 3.609085 5.409325 0.267149 0.2028 -0.2255 0.2563 0.39
H 2.287956 4.823133 1.318689 -0.2997 0.4164 -0.1085 0.29
H 3.878609 3.039593 0.790761 0.0051 -0.3620 -0.0224 0.21
H 3.397989 3.037568 -0.908646 0.0734 0.2484 -0.1048 0.41
H 1.487079 2.650455 1.148478 0.0733 0.4361 -0.1500 0.00
C -3.240666 -1.898069 -3.313967 0.2250 -0.3318 0.1037 -0.46
C -2.085329 -1.355284 -4.126758 0.1918 0.2277 -1.0691 -0.33
O -1.113020 -2.325954 -4.463930 0.0859 -0.4160 0.1257 -0.57
H -3.419988 -2.917068 -3.663617 0.0362 -0.0418 0.1749 0.31
H -4.173403 -1.361699 -3.485507 0.0905 0.2834 0.1564 0.29
H -2.990258 -1.910374 -2.252562 -0.2064 -0.1300 0.0303 -0.13
H -1.576028 -0.484713 -3.701918 -0.2565 0.0616 0.3159 0.17
H -2.477774 -1.037781 -5.098375 0.0009 0.1337 0.0676 0.35
H -0.501848 -2.453553 -3.720104 -0.2012 0.2731 0.0239 0.43
C 1.974257 -3.653374 -3.681281 0.3018 1.1976 -1.0328 -1.43
C 1.739975 -3.107230 -2.294226 0.7482 -1.1682 1.0291 0.11
O 0.647629 -2.225981 -2.252427 -0.3304 -0.0783 -0.3021 -0.34
H 1.219755 -4.305918 -4.116135 -0.1744 -0.1180 0.4402 0.32
H 2.959360 -4.101698 -3.809544 -0.0660 -0.2866 0.3976 0.39
H 2.018564 -2.779164 -4.346653 -0.1218 -0.1180 -0.0309 0.31
H 2.663408 -2.655039 -1.910752 -0.0684 0.4678 -0.3518 0.30
H 1.617476 -3.942313 -1.584422 -0.4325 0.0026 -0.1147 0.16
H 0.689196 -1.625717 -1.494829 0.3436 0.1831 0.0050 0.12
C -4.656048 -0.242845 -0.223339 1.1735 -1.1835 0.3722 -0.40
C -5.725277 0.350152 -1.102027 0.5370 1.4236 -0.0997 -0.27
O -7.051300 -0.005514 -0.730911 0.3538 0.1399 -0.0191 -0.52
H -4.318009 -1.237714 -0.530583 -0.4603 -0.0988 -0.0923 0.29
H -4.864185 -0.335310 0.844399 -0.7380 0.1833 -0.1149 0.41
H -3.700417 0.293043 -0.205707 -0.4300 0.5551 -0.5798 -0.19
H -5.549429 0.198326 -2.171673 0.0425 -0.7245 0.0681 0.22
H -5.572807 1.439669 -1.047586 -0.4326 0.0407 0.3321 0.19
H -7.566845 0.792723 -0.873425 -0.2672 -0.2104 0.0655 0.33
C 2.220487 2.813781 4.268434 0.1631 -0.4720 -0.1097 -1.23
C 1.055004 2.141974 3.512693 0.0319 1.2639 1.5083 0.29
O 0.394502 3.128002 2.694441 0.2123 -0.6934 -0.3482 -0.59
H 2.671348 3.607310 3.673379 0.0837 -0.1349 -0.1954 0.24
H 2.982379 2.075151 4.529043 0.0224 0.0376 -0.0821 0.31
H 1.910096 3.274492 5.207282 -0.2555 -0.0129 -0.0821 0.39
H 0.355243 1.813199 4.283116 -0.1033 -0.4231 -0.2293 0.59
H 1.367757 1.279188 2.932206 0.0181 0.1425 -0.3365 -0.30
H -0.287220 3.556344 3.214939 -0.0450 0.0762 -0.0370 0.29
C 4.275076 0.001090 1.711133 -0.8359 -0.4770 -0.2196 -1.09
C 3.235788 -0.991546 2.237445 1.0293 -0.1862 -0.1158 0.50
O 3.380284 -0.978796 3.665684 -0.6845 0.0657 -0.1730 -0.56
H 5.247069 -0.473169 1.815628 0.2260 0.4401 0.0411 0.41
H 4.181449 0.933278 2.267758 0.2683 -0.0463 0.1576 0.15
H 4.075547 0.249045 0.666713 0.1406 -0.1517 -0.0627 0.24
H 3.481107 -2.009271 1.922777 0.0302 0.1221 -0.3749 0.31
H 2.243549 -0.782156 1.822135 -0.2041 0.2101 0.6032 -0.29
H 3.109338 -1.844831 3.986734 -0.0462 0.1209 0.1355 0.31
C -1.236423 -0.921457 0.390817 -0.2809 0.2165 0.7692 -0.99
C -0.412010 0.315588 0.177061 0.8881 0.4897 -0.0029 1.48
O 0.865361 -0.038278 -0.373336 -0.1653 -0.5606 0.1783 -0.23
H -0.900920 -1.465058 1.277850 0.3773 -0.1791 -0.2737 0.02
H -1.225181 -1.567245 -0.484813 -0.2674 -0.0429 0.0203 0.20
H -2.245242 -0.615185 0.683067 0.0460 -0.1935 -0.4389 0.30
H -0.249469 0.833950 1.127361 -0.1251 -0.0013 0.0663 -0.09
H -0.874045 1.047117 -0.491457 -0.2425 -0.2111 -0.0408 -0.67
H 1.508881 0.654414 -0.154164 -0.1833 0.2353 -0.1615 0.12
C -1.950741 3.437340 -1.834329 0.6279 -0.2535 0.5877 -0.96
C -2.677455 3.425881 -0.468923 -0.3221 0.7070 -1.7924 0.51
O -3.117772 4.736097 -0.102365 0.1229 -0.2057 0.0746 -0.58
H -1.430876 2.481693 -1.953957 -0.2217 -0.0342 -0.2363 0.11
H -1.164262 4.189775 -1.919818 -0.1326 0.1579 0.2809 0.25
H -2.638780 3.577551 -2.667997 -0.1065 -0.0491 0.0628 0.39
H -2.052643 3.035863 0.327320 -0.1011 -0.0344 0.0979 0.10
H -3.569500 2.825863 -0.683464 0.1321 -0.4480 0.7564 -0.21
H -3.675105 5.029497 -0.831451 0.0243 0.1850 0.1525 0.34
```
Positions in Å, forces in eV/Å.

Values from the calculation:
- frontier orbital gap (eV) = 10.0
- net charge = 0
- strongest force on any atom (eV/Å) = 1.97
- molar mass (g/mol) = 414.62
- energy relative to the best compared isomer or geometry (same formula, charge and spin) (kJ/mol) = 331.3
- highest occupied orbital energy (eV) = -9.5600
- SMILES = CCO.CCO.CCO.CCO.CCO.CCO.CCO.CCO.CCO

***

Which of these has the highest net charge?
C13H39O8